Entry 1:
C7H13NO in the gas phase, computed with ωB97M-V with the def2-TZVPD basis set.

Output
- Frontier orbital gap (spin up / spin down): 6.090 / 7.471 eV
- E_HOMO (spin up / spin down): -5.27 / -6.65 eV

The geometry in ORCA input format:
```
! wB97M-V def2-TZVPD RIJCOSX def2/J DEFGRID3
* xyz 0 1
C -0.54 -1.68 0.13
C -1.36 1.56 -0.04
C 1.07 1.26 -0.64
C -0.55 -0.69 -0.92
C -0.21 0.55 -0.19
N -0.79 -0.88 -2.24
C 0.98 -0.42 1.95
C -0.20 -0.33 1.19
O 2.05 -1.08 1.34
H 2.81 -1.04 1.92
H -0.64 -1.79 -2.64
H -0.82 -0.09 -2.87
H 0.95 -0.46 3.03
H -1.35 -2.42 0.18
H 0.41 -2.21 0.26
H -1.05 -0.05 1.81
H -1.13 2.24 0.78
H -1.48 2.15 -0.96
H -2.30 1.06 0.17
H 0.95 1.65 -1.65
H 1.92 0.57 -0.63
H 1.29 2.09 0.02
*
```

***

Entry 2:
C7H13NO in the gas phase, computed with ωB97M-V with the def2-TZVPD basis set.

Output
- Frontier orbital gap: 9.735 eV
- Structure (SMILES): C=CN(C)[C@@](C)(O)C=C
- E_HOMO: -8.73 eV

The geometry in ORCA input format:
```
! wB97M-V def2-TZVPD RIJCOSX def2/J DEFGRID3
* xyz 0 1
C -3.04 0.39 0.26
C -1.90 0.05 0.87
N -0.53 -0.67 0.18
C -0.80 -1.20 -1.15
C 0.48 0.29 0.36
C 0.49 1.54 -0.50
O 0.69 0.62 1.68
C 1.89 -0.80 -0.02
C 3.11 -0.43 0.36
H -3.17 0.31 -0.81
H -3.90 0.72 0.83
H -1.77 0.20 1.94
H -0.82 -0.44 -1.94
H -1.78 -1.69 -1.14
H -0.07 -1.96 -1.42
H 0.90 2.41 0.02
H 1.10 1.41 -1.40
H -0.50 1.84 -0.85
H 0.56 -0.22 2.16
H 1.78 -1.72 -0.59
H 3.98 -1.07 0.19
H 3.28 0.44 0.98
*
```

***

Entry 3:
A molecular structure, C7H13NO, computed with ωB97M-V with the def2-TZVPD basis set.

Output
- Frontier orbital gap: 6.797 eV
- E_HOMO: -6.09 eV

The geometry in ORCA input format:
```
! wB97M-V def2-TZVPD RIJCOSX def2/J DEFGRID3
* xyz 0 1
C -0.68 1.89 1.93
C -0.32 2.15 0.44
C 0.05 0.73 0.42
C 2.31 0.47 -0.74
C 1.03 -1.50 -0.06
C -3.52 0.16 -0.51
C 0.83 -0.12 -0.63
N -0.31 0.62 1.66
O -2.70 -0.27 -1.33
H -1.16 2.33 2.81
H -1.20 2.42 -0.12
H 0.66 2.62 0.31
H 2.63 0.82 0.27
H 2.06 1.49 -1.06
H 2.99 -0.11 -1.34
H 1.48 -2.29 -0.72
H 0.10 -1.90 0.21
H 1.66 -1.57 0.76
H -3.65 -0.24 0.47
H -4.28 0.91 -0.80
H 0.37 -0.17 -1.58
H -0.17 -0.28 2.22
*
```

***

Entry 4:
C7H13NO in the gas phase, computed with ωB97M-V with the def2-TZVPD basis set.

Output
- Frontier orbital gap: 11.445 eV
- Structure (SMILES): CC(C)(C)[C@@](C)(O)C#N
- E_HOMO: -10.84 eV

The geometry in ORCA input format:
```
! wB97M-V def2-TZVPD RIJCOSX def2/J DEFGRID3
* xyz 0 1
C 0.24 1.27 1.52
C 0.29 0.37 0.29
C 1.73 -0.28 0.31
C 0.34 1.27 -0.98
C -0.89 -0.66 0.12
C -0.77 -1.69 -1.03
O -1.09 -1.28 1.34
C -2.16 0.20 -0.16
N -3.10 0.78 -0.48
H -0.74 1.82 1.42
H 0.99 1.98 1.41
H 0.34 0.98 2.58
H 1.83 -0.84 1.18
H 1.95 -0.99 -0.62
H 2.55 0.37 0.19
H 1.06 2.09 -1.13
H -0.57 1.77 -1.36
H 0.52 0.55 -1.76
H 0.16 -2.34 -1.13
H -1.62 -2.29 -1.20
H -0.68 -1.16 -1.91
H -0.39 -1.92 1.39
*
```

***

Entry 5:
C7H13NO in the gas phase, computed with ωB97M-V with the def2-TZVPD basis set.

Output
- Frontier orbital gap: 9.115 eV
- Structure (SMILES): C[C@@H]1ON(C)CC12CC2
- E_HOMO: -8.13 eV

The geometry in ORCA input format:
```
! wB97M-V def2-TZVPD RIJCOSX def2/J DEFGRID3
* xyz 0 1
C -0.11 -0.73 -1.99
C 0.32 -1.17 -0.68
O -0.96 -1.55 0.12
N -1.13 -0.74 1.31
C -2.20 0.22 1.22
C 0.23 -0.20 1.53
C 0.79 -0.01 0.19
C 0.79 1.35 -0.42
C 2.10 0.72 -0.15
H -0.63 -1.57 -2.55
H 0.87 -0.24 -2.48
H -0.78 0.18 -2.05
H 0.98 -2.09 -0.67
H -2.91 -0.29 0.73
H -2.56 0.28 2.25
H -1.96 1.21 0.79
H 0.60 -0.90 2.21
H 0.13 0.72 2.16
H 0.43 2.22 0.15
H 0.57 1.51 -1.44
H 2.73 0.18 -0.91
H 2.68 0.91 0.67
*
```

***

Entry 6:
C7H13NO in the gas phase, computed with ωB97M-V with the def2-TZVPD basis set.

Output
- Frontier orbital gap: 10.131 eV
- Structure (SMILES): C[C@@H]1C[C@]1(C)[C@H](N)C=O
- E_HOMO: -9.25 eV

The geometry in ORCA input format:
```
! wB97M-V def2-TZVPD RIJCOSX def2/J DEFGRID3
* xyz 0 1
C -0.37 -2.06 -0.80
C -0.97 -0.70 -0.63
C -0.42 0.41 -1.48
C -0.42 0.64 0.02
C -1.48 1.56 0.58
C 0.86 0.64 0.84
N 1.99 1.17 0.07
C 1.14 -0.75 1.41
O 0.71 -1.15 2.49
H -0.86 -2.58 -1.63
H 0.70 -2.02 -1.02
H -0.53 -2.66 0.10
H -2.05 -0.80 -0.58
H -1.13 0.97 -2.09
H 0.51 0.23 -2.00
H -2.23 1.82 -0.17
H -1.98 1.07 1.43
H -1.04 2.49 0.94
H 0.73 1.29 1.71
H 2.25 0.52 -0.67
H 2.80 1.27 0.68
H 1.82 -1.37 0.80
*
```

***

Entry 7:
2 unconnected molecules or ions with the total composition C7H13NO2P, computed with ωB97M-V with the def2-TZVPD basis set.

Output
- Frontier orbital gap (spin up / spin down): 6.118 / 6.116 eV
- E_HOMO (spin up / spin down): -2.45 / -2.45 eV

The geometry in ORCA input format:
```
! wB97M-V def2-TZVPD RIJCOSX def2/J DEFGRID3
* xyz -1 1
C -0.29 2.35 0.81
C -0.69 2.75 1.89
C 0.30 2.35 -0.49
C 0.03 -1.40 -2.49
C 1.33 -0.70 1.65
C 0.53 -1.33 -1.10
C 0.22 -1.59 1.21
N -0.25 -1.40 -0.12
O -1.80 0.58 -1.29
O -2.83 -0.69 0.69
P -1.62 -0.02 0.07
H 0.13 3.20 -1.08
H 1.31 1.97 -0.58
H -0.49 1.66 -1.04
H -0.59 -2.36 -2.45
H -0.77 -0.66 -2.51
H 0.63 -1.27 -3.32
H 1.17 0.39 1.18
H 1.30 -0.56 2.82
H 2.40 -1.02 1.41
H 1.58 -1.15 -1.03
H -1.47 3.02 2.61
H 0.41 -2.74 1.22
H -0.54 -1.37 1.96
*
```

***

Entry 8:
2 unconnected molecules or ions with the total composition C7H13NO2P, computed with ωB97M-V with the def2-TZVPD basis set.

Output
- Frontier orbital gap: 7.622 eV
- E_HOMO: -4.08 eV

The geometry in ORCA input format:
```
! wB97M-V def2-TZVPD RIJCOSX def2/J DEFGRID3
* xyz -1 1
C -2.77 -1.89 0.06
C -1.70 -1.33 0.22
C -4.18 -2.33 -0.02
C 2.55 1.49 -1.75
C -0.34 1.14 1.63
C 1.16 1.21 -1.11
C 1.15 0.74 1.43
N 1.41 0.33 0.01
O 1.42 -1.64 -1.68
O 1.85 -2.04 0.91
P 1.34 -1.28 -0.23
H -4.33 -3.29 -0.44
H -4.26 -2.38 1.13
H -4.81 -1.60 -0.41
H 2.56 2.16 -2.55
H 3.40 1.77 -1.16
H 2.83 0.43 -2.17
H -0.55 1.57 2.59
H -0.47 1.89 0.88
H -0.92 0.27 1.64
H 0.76 2.15 -0.62
H 0.53 0.95 -1.97
H 1.77 1.73 1.60
H 1.61 -0.06 2.01
*
```

***

Entry 9:
C7H13NO3 in the gas phase, computed with ωB97M-V with the def2-TZVPD basis set.

Output
- Frontier orbital gap: 7.848 eV
- Structure (SMILES): C[N+](C)(C)CC(=O)CC(=O)[O-]
- E_HOMO: -7.86 eV

The geometry in ORCA input format:
```
! wB97M-V def2-TZVPD RIJCOSX def2/J DEFGRID3
* xyz 0 1
C -0.26 -1.27 1.06
N -0.33 0.21 0.89
C -1.19 0.64 2.10
C 1.06 0.69 0.99
C -0.94 0.57 -0.37
C -0.65 -0.40 -1.56
O -1.50 -1.32 -1.64
C 0.43 -0.26 -2.63
C 1.77 -0.16 -2.01
O 2.33 0.97 -1.98
O 2.11 -1.09 -1.21
H -1.22 -1.75 0.91
H 0.04 -1.48 2.07
H 0.43 -1.70 0.25
H -1.03 1.61 2.58
H -0.97 0.00 2.91
H -2.25 0.42 2.00
H 1.74 0.01 0.65
H 1.22 1.70 0.48
H 1.27 0.97 2.09
H -2.01 0.55 -0.41
H -0.67 1.67 -0.64
H 0.41 -1.19 -3.30
H 0.21 0.60 -3.22
*
```

***

Entry 10:
C7H13NO3S in the gas phase, computed with ωB97M-V with the def2-TZVPD basis set.

Output
- Frontier orbital gap (spin up / spin down): 7.976 / 8.230 eV
- E_HOMO (spin up / spin down): -7.51 / -7.95 eV

The geometry in ORCA input format:
```
! wB97M-V def2-TZVPD RIJCOSX def2/J DEFGRID3
* xyz 0 1
C -1.25 -0.62 -1.12
C 0.18 -0.13 -1.49
C -1.75 0.69 1.11
C -0.59 -1.61 1.00
C -0.82 1.70 0.51
C -1.58 -0.71 0.37
C 0.90 0.17 -0.24
N 0.64 1.38 0.45
O 2.96 0.11 1.31
O 2.64 -1.71 -0.39
O 3.41 0.53 -1.07
S 2.59 -0.36 0.04
H -1.93 0.14 -1.56
H -1.51 -1.56 -1.56
H 0.67 -0.80 -2.30
H 0.11 0.85 -1.95
H -1.64 0.32 2.15
H -2.87 0.83 0.78
H -0.41 -1.69 2.04
H -0.44 -2.42 0.42
H -1.21 1.69 -0.52
H -0.94 2.67 1.08
H -2.55 -1.08 0.44
H 4.30 0.31 -0.83
H 1.10 1.31 1.33
*
```

***

Entry 11:
C7H13NOS in the gas phase, computed with ωB97M-V with the def2-TZVPD basis set.

Output
- Frontier orbital gap: 10.019 eV
- Structure (SMILES): O=C1C[C@H](CCCS)CN1
- E_HOMO: -9.28 eV

The geometry in ORCA input format:
```
! wB97M-V def2-TZVPD RIJCOSX def2/J DEFGRID3
* xyz 0 1
O 3.05 -1.99 -1.10
C 2.39 -1.23 -0.41
C 1.63 0.03 -0.90
C 0.56 0.14 0.17
C -0.38 1.34 0.20
C -1.66 1.07 -0.60
C -2.65 0.16 0.14
S -2.87 -1.51 -0.57
C 1.44 -0.16 1.38
N 2.13 -1.42 0.99
H 1.29 -0.20 -1.90
H 2.31 0.88 -0.87
H -0.06 -0.75 0.03
H 0.09 2.22 -0.24
H -0.66 1.54 1.23
H -2.15 2.02 -0.80
H -1.41 0.61 -1.55
H -3.64 0.60 0.07
H -2.40 0.04 1.18
H -1.70 -1.62 -1.22
H 2.24 0.58 1.35
H 0.98 -0.18 2.36
H 1.46 -2.17 1.07
*
```

***

no.,molar mass (u),F_max (eV/Å)
1,127.19,2.772
2,127.19,6.051
3,127.19,4.964
4,127.19,4.358
5,127.19,3.831
6,127.19,2.316
7,174.16,4.736
8,174.16,4.129
9,159.19,5.688
10,191.25,5.193
11,159.25,1.856